{
  "formula": "C27H28CuN3O2S",
  "method": "ωB97M-V/def2-TZVPD",
  "fmax_ev_per_a": 0.161,
  "de_lowest_kcal_mol": 0.0,
  "homo_lumo_gap_ev": 6.56,
  "homo_energy_ev": -6.15,
  "symbols": ["Cu", "C", "C", "O", "N", "C", "C", "C", "C", "C", "C", "N", "H", "H", "H", "H", "H", "H", "H", "H", "H", "H", "C", "S", "O", "C", "C", "C", "C", "C", "C", "H", "H", "H", "H", "H", "H", "H", "H", "C", "C", "C", "C", "C", "C", "N", "C", "C", "C", "C", "C", "C", "H", "H", "H", "H", "H", "H", "H", "H", "H", "H"],
  "positions_angstrom": [[0.23, 1.06, -0.30], [-1.56, 4.27, -2.53], [-1.45, 3.20, -1.48], [-0.58, 2.33, -1.56], [-2.36, 3.27, -0.49], [-2.58, 2.25, 0.52], [-1.72, 2.40, 1.75], [-2.27, 2.49, 3.02], [-1.41, 2.56, 4.11], [-0.05, 2.54, 3.90], [0.41, 2.45, 2.59], [-0.41, 2.39, 1.54], [-0.69, 4.21, -3.18], [-1.62, 5.26, -2.08], [-2.46, 4.10, -3.13], [-3.01, 4.04, -0.52], [-2.37, 1.28, 0.05], [-3.63, 2.25, 0.78], [-3.34, 2.50, 3.16], [-1.81, 2.62, 5.12], [0.66, 2.56, 4.72], [1.47, 2.40, 2.37], [-3.42, -2.50, -1.63], [-2.32, -1.14, -1.22], [-2.92, 0.08, -1.83], [-0.95, -1.65, -2.25], [-0.07, -2.62, -1.79], [0.97, -3.03, -2.61], [1.13, -2.45, -3.87], [0.26, -1.46, -4.30], [-0.79, -1.05, -3.49], [-3.60, -2.48, -2.70], [-4.35, -2.35, -1.08], [-2.95, -3.44, -1.33], [-0.18, -3.03, -0.79], [1.67, -3.76, -2.26], [1.95, -2.76, -4.49], [0.40, -1.00, -5.27], [-1.47, -0.26, -3.79], [4.41, -2.11, -1.68], [3.79, -0.95, -2.11], [2.77, -0.37, -1.38], [2.31, -0.94, -0.18], [2.94, -2.13, 0.24], [3.97, -2.69, -0.50], [1.23, -0.37, 0.46], [0.99, -0.63, 1.81], [2.01, -0.68, 2.78], [1.71, -0.85, 4.12], [0.39, -0.99, 4.55], [-0.62, -0.95, 3.61], [-0.33, -0.78, 2.26], [5.22, -2.56, -2.25], [4.11, -0.47, -3.03], [2.29, 0.54, -1.74], [2.60, -2.62, 1.14], [4.43, -3.61, -0.14], [3.04, -0.55, 2.47], [2.51, -0.88, 4.85], [0.16, -1.13, 5.60], [-1.66, -1.05, 3.91], [-1.12, -0.75, 1.53]]
}

---

{
  "formula": "C37H48CoN8O3PSi",
  "method": "ωB97M-V/def2-TZVPD",
  "fmax_ev_per_a": 0.575,
  "de_lowest_kcal_mol": 0.0,
  "s_squared": 0.91,
  "homo_lumo_gap_ev": [6.77, 6.75],
  "homo_energy_ev": [-9.14, -9.12],
  "multiplicity": 2,
  "total_charge": 1,
  "symbols": ["Co", "N", "C", "C", "C", "C", "N", "C", "N", "N", "C", "O", "O", "H", "H", "H", "H", "H", "H", "H", "H", "H", "H", "H", "H", "H", "H", "C", "O", "C", "C", "C", "C", "C", "C", "C", "N", "C", "C", "N", "C", "C", "C", "C", "N", "C", "C", "N", "C", "C", "C", "C", "H", "H", "H", "H", "H", "H", "H", "H", "H", "H", "H", "H", "H", "H", "C", "Si", "C", "C", "C", "C", "C", "C", "C", "H", "H", "H", "H", "H", "H", "H", "H", "H", "H", "H", "C", "P", "C", "C", "H", "H", "H", "H", "H", "H", "H", "H", "H"],
  "positions_angstrom": [[0.18, -0.55, 0.65], [-0.19, 1.56, -1.43], [-0.46, 2.73, -0.60], [-1.22, 3.80, -1.43], [-1.68, 5.13, -0.85], [-0.63, 5.94, -0.10], [-0.55, 5.42, 1.26], [0.06, 5.96, 2.27], [0.10, 5.29, 3.44], [0.67, 7.15, 2.18], [-1.09, 2.29, 0.72], [-1.64, 3.15, 1.46], [-1.02, 1.07, 1.01], [0.38, 1.82, -2.22], [-1.05, 1.17, -1.80], [0.52, 3.14, -0.33], [-2.10, 3.31, -1.87], [-0.56, 4.02, -2.28], [-2.55, 4.99, -0.20], [-2.03, 5.74, -1.69], [-0.93, 6.99, -0.08], [0.35, 5.87, -0.59], [-1.03, 4.48, 1.39], [-0.44, 4.44, 3.50], [0.34, 5.76, 4.29], [0.60, 7.69, 1.33], [1.07, 7.60, 2.99], [-3.41, -13.67, -0.65], [-4.28, -12.56, -0.59], [-3.74, -11.33, -0.50], [-4.64, -10.26, -0.49], [-4.17, -8.97, -0.39], [-2.80, -8.70, -0.31], [-1.92, -9.77, -0.32], [-2.37, -11.08, -0.41], [-2.28, -7.34, -0.21], [-1.01, -7.02, -0.02], [-0.99, -5.65, 0.01], [-2.25, -5.13, -0.16], [-3.07, -6.23, -0.29], [-2.52, -3.73, -0.18], [-3.78, -3.13, -0.38], [-3.87, -1.77, -0.40], [-2.72, -1.00, -0.22], [-1.53, -1.54, -0.03], [-1.42, -2.88, -0.01], [-0.08, -3.41, 0.20], [0.92, -2.51, 0.41], [2.14, -2.99, 0.57], [2.45, -4.36, 0.56], [1.45, -5.27, 0.38], [0.14, -4.79, 0.19], [-4.04, -14.55, -0.76], [-2.82, -13.76, 0.28], [-2.73, -13.60, -1.50], [-5.69, -10.48, -0.55], [-4.90, -8.17, -0.38], [-0.85, -9.57, -0.25], [-1.65, -11.89, -0.41], [-4.07, -6.23, -0.44], [-4.66, -3.75, -0.51], [-4.83, -1.27, -0.54], [-2.75, 0.08, -0.20], [2.93, -2.27, 0.73], [3.48, -4.66, 0.70], [1.63, -6.33, 0.37], [3.53, -0.24, 1.86], [2.34, 0.36, 0.48], [3.03, -0.22, -1.18], [2.68, 2.23, 0.49], [3.03, 2.94, -0.66], [3.27, 4.31, -0.63], [3.19, 5.01, 0.56], [2.86, 4.32, 1.73], [2.60, 2.96, 1.68], [4.48, -0.59, 1.45], [3.12, -1.03, 2.49], [3.77, 0.59, 2.53], [4.08, 0.05, -1.28], [2.49, 0.23, -2.01], [2.94, -1.30, -1.31], [3.12, 2.42, -1.61], [3.55, 4.83, -1.54], [3.41, 6.07, 0.60], [2.82, 4.85, 2.67], [2.33, 2.45, 2.60], [0.65, 0.33, 4.06], [-0.14, -0.91, 2.97], [-1.88, -0.81, 3.52], [0.39, -2.48, 3.75], [0.39, 0.16, 5.11], [0.30, 1.32, 3.75], [1.73, 0.29, 3.94], [-1.97, -0.88, 4.60], [-2.45, -1.63, 3.07], [-2.31, 0.13, 3.17], [0.17, -2.51, 4.82], [1.46, -2.63, 3.60], [-0.14, -3.32, 3.27]]
}

---

{
  "formula": "C8H41NO13",
  "method": "ωB97M-V/def2-TZVPD",
  "fmax_ev_per_a": 4.558,
  "s_squared": 0.75,
  "homo_lumo_gap_ev": [8.65, 3.57],
  "homo_energy_ev": [-11.66, -11.66],
  "multiplicity": 2,
  "total_charge": 1,
  "symbols": ["C", "O", "C", "C", "N", "C", "C", "O", "C", "H", "H", "H", "H", "H", "H", "H", "H", "H", "H", "H", "H", "H", "H", "H", "C", "O", "H", "H", "H", "H", "C", "O", "H", "H", "H", "H", "O", "H", "H", "O", "H", "H", "O", "H", "H", "O", "H", "H", "O", "H", "H", "O", "H", "H", "O", "H", "H", "O", "H", "H", "O", "H", "H"],
  "positions_angstrom": [[2.01, -2.15, -0.49], [1.69, -1.07, -1.25], [2.17, -1.12, -2.62], [1.37, -2.05, -3.48], [-0.09, -1.97, -3.08], [-0.97, -2.95, -3.61], [-2.34, -2.88, -2.89], [-3.03, -1.73, -3.28], [-4.32, -1.75, -2.74], [1.41, -3.02, -0.76], [1.95, -1.90, 0.57], [3.05, -2.45, -0.63], [3.24, -1.30, -2.63], [2.27, -0.09, -2.96], [1.61, -3.09, -3.28], [1.42, -1.91, -4.56], [-0.11, -1.91, -2.08], [-0.49, -3.92, -3.54], [-1.29, -2.79, -4.64], [-2.14, -2.94, -1.82], [-2.76, -3.76, -3.37], [-4.41, -1.09, -1.88], [-4.75, -2.73, -2.50], [-5.01, -1.26, -3.41], [3.48, 2.00, 1.59], [2.43, 2.91, 1.22], [3.02, 1.01, 1.60], [4.27, 2.04, 0.84], [3.87, 2.14, 2.60], [2.21, 2.65, 0.32], [-0.72, 1.36, 1.72], [0.09, 0.61, 0.98], [-1.46, 0.79, 2.29], [-0.26, 2.06, 2.41], [-1.24, 2.05, 1.05], [0.56, 0.06, 1.61], [3.07, -0.78, 4.19], [2.27, -0.90, 3.68], [3.42, -1.67, 4.29], [0.63, 5.39, 1.12], [-0.09, 4.84, 1.44], [0.85, 5.04, 0.26], [-1.57, -2.23, 2.33], [-2.06, -3.04, 2.47], [-2.03, -1.80, 1.60], [-2.97, 1.45, -1.45], [-2.24, 1.17, -2.01], [-2.65, 2.26, -1.05], [-2.17, -0.94, 0.12], [-1.30, -0.53, 0.07], [-2.76, -0.28, -0.24], [1.77, 4.00, 3.58], [1.63, 3.53, 2.75], [1.71, 3.33, 4.25], [0.54, -1.39, 3.87], [-0.20, -1.62, 3.30], [0.15, -1.24, 4.73], [-1.75, 4.13, 2.51], [-2.53, 4.21, 3.06], [-2.07, 4.29, 1.62], [1.51, 1.87, -1.14], [1.22, 1.05, -0.74], [0.92, 1.98, -1.89]]
}

---

{
  "formula": "C22H32BN7W",
  "method": "ωB97M-V/def2-TZVPD",
  "fmax_ev_per_a": 5.612,
  "s_squared": 2.21,
  "homo_lumo_gap_ev": [4.05, 3.59],
  "homo_energy_ev": [-19.93, -20.02],
  "multiplicity": 3,
  "total_charge": 4,
  "symbols": ["C", "N", "N", "C", "C", "B", "N", "N", "C", "C", "C", "W", "N", "N", "C", "C", "C", "H", "H", "H", "H", "H", "H", "H", "H", "H", "H", "H", "C", "H", "H", "H", "C", "C", "C", "C", "C", "C", "C", "C", "N", "C", "C", "C", "C", "H", "H", "H", "H", "H", "H", "H", "H", "H", "H", "H", "H", "H", "H", "H", "H", "H", "H"],
  "positions_angstrom": [[-1.71, 0.57, 2.38], [-1.22, -0.20, 1.33], [-1.77, -1.48, 1.47], [-2.58, -1.48, 2.52], [-2.58, -0.23, 3.12], [-1.40, -2.64, 0.49], [-1.73, -2.31, -1.00], [-1.28, -1.14, -1.64], [-1.75, -1.16, -2.94], [-2.54, -2.30, -3.08], [-2.50, -2.98, -1.87], [-0.60, 0.38, -0.53], [0.13, -2.92, 0.68], [1.01, -1.94, 0.33], [2.23, -2.34, 0.69], [2.15, -3.62, 1.25], [0.80, -3.97, 1.22], [3.11, -1.71, 0.55], [0.28, -4.87, 1.53], [2.97, -4.20, 1.63], [-2.03, -3.63, 0.81], [-2.98, -3.89, -1.56], [-3.12, -2.38, 2.80], [-3.08, -2.59, -3.97], [-3.13, 0.09, 3.98], [-1.50, -0.37, -3.63], [-1.42, 1.60, 2.51], [1.31, -0.33, -1.36], [1.17, 0.74, -1.67], [1.52, 0.75, -2.71], [0.08, 1.23, -1.84], [1.81, 1.41, -1.09], [1.53, 6.67, -0.04], [1.40, 5.22, 0.33], [2.43, 4.56, 1.00], [2.32, 3.22, 1.39], [3.44, 2.58, 2.16], [1.15, 2.53, 1.07], [0.13, 3.16, 0.31], [0.24, 4.52, 0.00], [-0.91, 2.35, -0.22], [-2.23, 2.89, -0.65], [-2.74, 3.83, 0.42], [-2.06, 3.49, -2.05], [-3.20, 1.71, -0.76], [1.44, 7.32, 0.84], [2.51, 6.87, -0.49], [0.75, 6.96, -0.75], [3.35, 5.11, 1.24], [4.41, 2.94, 1.80], [3.39, 2.83, 3.23], [3.42, 1.49, 2.07], [1.02, 1.48, 1.41], [-0.56, 5.04, -0.53], [-2.11, 4.71, 0.55], [-3.75, 4.16, 0.15], [-2.79, 3.30, 1.39], [-2.98, 4.02, -2.32], [-1.89, 2.70, -2.79], [-1.21, 4.18, -2.11], [-2.86, 0.95, -1.49], [-3.36, 1.24, 0.22], [-4.17, 2.09, -1.11]]
}

---

{
  "formula": "C6H7NO2",
  "method": "ωB97M-V/def2-TZVPD",
  "fmax_ev_per_a": 7.633,
  "de_lowest_kcal_mol": 71.0,
  "homo_lumo_gap_ev": 9.43,
  "homo_energy_ev": -8.69,
  "symbols": ["C", "C", "C", "C", "C", "C", "H", "H", "H", "H", "H", "H", "H", "N", "O", "O"],
  "positions_angstrom": [[-2.53, -0.43, 1.67], [-1.39, 0.26, 0.99], [0.58, -0.16, -0.48], [1.95, -0.32, -0.34], [2.54, 0.42, -1.44], [1.51, 0.94, -2.09], [-3.15, -1.16, 0.81], [-3.36, 0.20, 2.32], [-2.09, -1.05, 2.55], [-0.59, -1.48, 0.38], [2.50, -0.85, 0.64], [3.85, 0.50, -1.68], [1.62, 1.65, -2.92], [-0.54, -0.60, 0.21], [-1.28, 1.47, 0.96], [0.35, 0.60, -1.58]]
}